1.
22
Properties=species:S:1:pos:R:3:nbo_charge:R:1 method="wB97M-V/def2-TZVPD" smiles=CCC.CCC relative_energy_kj_mol=49.0 e_tot_ev=-6481.15030
C -1.670 -4.559 -1.294 -0.6104
C -0.282 -4.767 -0.681 -0.3977
C -0.380 -5.636 0.568 -0.6020
H -2.311 -5.417 -1.073 0.2004
H -1.670 -4.387 -2.371 0.2091
H -2.212 -3.740 -0.822 0.2027
H 0.179 -3.808 -0.425 0.1959
H 0.370 -5.252 -1.404 0.1950
H -0.672 -6.655 0.319 0.2004
H 0.596 -5.758 1.032 0.2056
H -1.080 -5.208 1.287 0.2010
C 1.186 4.913 -0.766 -0.6198
C 0.490 5.536 0.440 -0.4053
C 0.728 4.703 1.707 -0.6015
H 0.519 4.517 -1.528 0.2092
H 1.903 4.136 -0.512 0.2058
H 1.663 5.705 -1.370 0.2104
H -0.558 5.788 0.280 0.2016
H 0.889 6.541 0.631 0.1916
H 0.452 5.185 2.646 0.2094
H 0.099 3.812 1.661 0.1981
H 1.760 4.352 1.674 0.2005

2.
112
Properties=species:S:1:pos:R:3:lowdin_charge:R:1 method="wB97M-V/def2-TZVPD" relative_energy_kj_mol=177.0 total_charge=-2 e_tot_ev=-184497.73657
Hf 0.608 -2.242 1.171 1.5344
C 1.290 -6.214 -0.966 -0.0363
N -0.016 -5.736 -1.379 -0.1102
C -0.543 -5.869 -2.627 -0.0548
C -1.812 -5.292 -2.597 -0.0538
N -2.000 -4.831 -1.309 -0.0139
B -3.149 -3.820 -0.803 -0.4027
N -2.960 -2.495 -1.655 0.0173
C -4.053 -1.737 -2.056 -0.0678
C -3.590 -0.662 -2.695 -0.0988
N -2.230 -0.703 -2.612 -0.1639
C -1.309 0.258 -3.185 -0.0443
C -1.837 -1.792 -1.889 -0.6425
S -0.194 -2.104 -1.527 0.7502
C -0.917 -5.106 -0.589 -0.7057
S -0.587 -4.774 1.118 0.5906
H 1.599 -6.978 -1.654 0.0840
H 1.242 -6.704 -0.025 0.0690
H 1.975 -5.440 -1.007 0.0146
H -0.021 -6.390 -3.430 0.1172
H -2.415 -5.105 -3.452 0.1063
H -4.305 -4.191 -1.103 0.0749
H -2.919 -3.661 0.324 0.0140
H -5.043 -2.129 -1.911 0.1105
H -4.127 0.163 -3.168 0.1315
H -0.321 0.222 -2.696 0.0379
H -1.773 1.253 -2.989 0.0943
H -1.144 0.003 -4.280 0.1161
O 2.680 -2.631 4.694 0.1021
C 2.032 -2.230 3.753 -0.4493
O 1.406 -3.035 2.841 -0.2309
C 1.972 -0.732 3.359 -0.5298
O 2.547 0.147 3.992 0.0689
O 1.230 -0.555 2.306 -0.1731
S 3.315 1.692 -5.353 0.3810
C 3.159 3.372 -5.019 -0.8342
C 3.326 4.427 -6.021 -0.1361
C 3.323 5.734 -5.610 -0.1547
C 3.204 6.106 -4.259 -0.1377
C 3.032 5.100 -3.322 -0.1507
C 2.837 3.782 -3.716 -0.5401
As 2.404 2.360 -2.551 1.2624
C 1.745 3.415 -0.910 -0.3439
C 0.595 4.184 -1.125 -0.1701
C -0.105 4.821 -0.131 -0.1069
C 0.362 4.663 1.188 -0.1252
C 1.407 3.825 1.446 -0.1182
C 2.144 3.209 0.434 -0.0816
C 4.209 1.874 -1.887 -0.3805
C 5.247 2.508 -2.523 -0.1430
C 6.596 2.262 -2.258 -0.0867
C 6.927 1.306 -1.299 -0.1173
C 5.893 0.775 -0.531 -0.1140
C 4.548 0.998 -0.865 -0.1272
H 3.691 4.092 -7.020 0.0911
H 3.608 6.526 -6.309 0.0843
H 3.443 7.114 -3.874 0.0877
H 2.991 5.364 -2.273 0.0939
H 0.319 4.446 -2.150 0.0971
H -0.962 5.397 -0.301 0.0779
H -0.203 5.157 1.947 0.0875
H 1.754 3.661 2.470 0.1091
H 3.011 2.605 0.630 0.0832
H 5.145 3.320 -3.220 0.0851
H 7.304 2.885 -2.805 0.0958
H 7.907 1.048 -0.874 0.0916
H 6.141 0.016 0.234 0.1023
H 3.702 0.453 -0.350 0.0991
C -2.454 2.429 2.104 -0.0719
C -2.133 1.195 1.239 -0.5306
C -0.641 1.274 0.870 -0.0912
C -2.847 1.169 -0.124 -0.0750
Si -2.291 -0.477 2.160 0.5518
O -1.258 -1.607 1.597 -0.4364
C -4.112 -1.012 2.196 -0.2029
C -5.107 -0.054 2.346 -0.0985
C -6.382 -0.465 2.658 -0.1081
C -6.685 -1.803 2.900 -0.1149
C -5.698 -2.786 2.808 -0.0870
C -4.408 -2.383 2.458 -0.0895
C -1.926 -0.190 4.005 -0.1772
C -0.761 0.457 4.385 -0.1152
C -0.247 0.268 5.632 -0.0669
C -0.939 -0.527 6.581 -0.0930
C -2.189 -1.004 6.276 -0.1095
C -2.685 -0.905 4.959 -0.0657
H -2.425 3.270 1.443 0.0611
H -1.749 2.597 2.900 0.0627
H -3.438 2.423 2.636 0.0755
H -0.430 2.254 0.443 0.0588
H -0.352 0.566 0.153 0.0432
H -0.027 1.108 1.783 0.0649
H -2.499 1.916 -0.775 0.0611
H -3.943 1.147 -0.090 0.0804
H -2.694 0.249 -0.663 0.0404
H -4.914 0.987 2.212 0.0791
H -7.127 0.274 2.842 0.0836
H -7.654 -2.026 3.379 0.0963
H -5.956 -3.835 3.082 0.1086
H -3.584 -3.040 2.403 0.0779
H -0.170 1.027 3.742 0.0720
H 0.779 0.603 5.781 0.1032
H -0.540 -0.811 7.521 0.0810
H -2.747 -1.654 7.007 0.1074
H -3.586 -1.433 4.661 0.0840
Cl 3.515 -3.790 -2.692 0.6141
C 3.691 -2.299 -1.770 -0.4695
C 2.662 -2.269 -0.650 -0.7657
O 2.194 -1.184 -0.225 -0.1520
O 2.219 -3.318 -0.114 -0.1738
H 3.469 -1.464 -2.405 0.0788
H 4.728 -2.261 -1.401 0.0918

3.
28
Properties=species:S:1:pos:R:3:nbo_charge:R:1 method="wB97M-V/def2-TZVPD" relative_energy_kj_mol=1778.0 e_tot_ev=-20242.25991
O 0.994 3.298 0.932 -0.5189
C 0.809 2.525 -0.144 0.7525
O -0.165 2.855 -1.195 -0.5608
C -1.555 2.653 -0.758 -0.0998
C -1.647 1.034 -0.015 -0.0016
C -3.194 0.666 0.681 -0.1931
O -1.833 1.013 1.537 -0.5710
C 1.747 1.167 -0.342 -0.0850
C 1.703 0.493 -1.862 -0.2127
C 2.559 -0.879 -2.134 0.0314
N 3.394 -1.472 -1.020 -0.5447
C 3.500 -0.892 0.400 0.0338
C 2.656 0.480 0.837 -0.1830
H -2.240 2.581 -1.709 0.2239
H -1.932 3.397 0.063 0.2235
H -1.027 0.102 -0.580 0.2499
H -3.760 1.556 1.230 0.2381
H -3.311 -0.472 0.932 0.2663
H 1.040 1.021 -2.702 0.2916
H 2.480 -1.356 -3.218 0.2730
H 3.941 -2.342 -1.233 0.4443
H 4.195 -1.450 1.194 0.2689
H 2.710 0.936 1.933 0.2994
C -2.213 -3.378 1.396 -0.2226
O -2.200 -3.221 0.081 -0.7352
H -2.656 -4.308 1.790 0.1273
H -1.239 -3.380 1.915 0.1196
H -2.758 -2.625 1.990 0.0852

4.
21
Properties=species:S:1:pos:R:3:nbo_charge:R:1 method="wB97M-V/def2-TZVPD" smiles=CCC[C@@]1(N)NN1C relative_energy_kj_mol=274.4 e_tot_ev=-9863.52275
C -0.285 2.700 0.994 -0.5994
C -0.872 1.400 0.450 -0.4000
C 0.162 0.600 -0.344 -0.4548
C -0.272 -0.729 -0.900 0.4442
N -1.604 -0.859 -1.238 -0.8136
N 0.608 -1.512 -1.625 -0.4984
N 0.356 -2.339 -0.426 -0.3515
C 1.350 -2.221 0.615 -0.4602
H -1.033 3.258 1.558 0.2139
H 0.563 2.504 1.652 0.2025
H 0.061 3.336 0.179 0.2036
H -1.723 1.635 -0.193 0.2083
H -1.244 0.796 1.282 0.1986
H 0.525 1.200 -1.183 0.2224
H 1.049 0.433 0.280 0.2184
H -2.256 -0.685 -0.487 0.3749
H -1.796 -1.746 -1.687 0.3964
H 1.553 -1.126 -1.685 0.3381
H 1.641 -3.241 0.874 0.2074
H 0.948 -1.743 1.524 0.1821
H 2.268 -1.662 0.361 0.1671

5.
18
Properties=species:S:1:pos:R:3:nbo_charge:R:1 method="wB97M-V/def2-TZVPD" relative_energy_kj_mol=185.7 total_charge=-1 e_tot_ev=-9458.10412
C -1.509 0.292 -0.164 -0.5228
C -2.940 0.054 -0.519 -0.5879
C -1.278 1.138 1.073 0.7278
O -0.770 2.321 0.956 -0.8292
O -1.383 0.688 2.192 -0.7619
H -0.961 -0.667 0.001 0.2032
H -1.163 0.831 -1.089 0.2037
H -3.203 0.259 -1.585 0.1806
H -3.633 0.622 0.050 0.2093
H -3.327 -1.019 -0.325 0.1787
C 2.518 -1.237 -0.297 -0.6334
C 2.450 0.179 0.172 -0.6303
H 3.257 -1.837 0.059 0.2006
H 1.876 -2.027 0.035 0.2180
H 2.792 -1.399 -1.423 0.1856
H 3.239 0.552 0.845 0.1979
H 1.540 0.313 0.707 0.2513
H 2.495 0.936 -0.688 0.2086